(1)
{"formula": "C20H21N3O4S", "method": "ωB97M-V/def2-TZVPD", "symbols": ["S", "O", "H", "H", "C", "C", "H", "C", "N", "C", "C", "C", "C", "H", "O", "C", "O", "C", "H", "H", "H", "H", "C", "C", "H", "C", "H", "H", "C", "H", "H", "H", "H", "N", "C", "H", "C", "H", "C", "C", "H", "C", "H", "H", "N", "H", "O", "C", "C"], "coordinates": [[-1.88, -0.04, 1.26], [1.41, -2.30, -2.64], [-4.87, -1.10, 0.91], [3.65, 1.51, 1.58], [-4.81, -1.18, -0.17], [2.85, -2.27, 1.79], [-2.59, -2.53, -2.28], [2.63, -1.58, 0.60], [2.14, -2.22, -0.51], [3.64, -0.24, 2.82], [-1.36, -1.31, -0.98], [0.08, 1.55, 0.28], [3.43, 0.45, 1.65], [-3.57, -0.41, -1.76], [-3.03, 0.21, 2.09], [2.16, -0.21, -1.79], [-0.78, -0.78, 1.81], [2.92, -0.20, 0.52], [-5.74, -0.82, -0.60], [-0.49, -1.45, -0.35], [2.24, 3.78, -0.88], [0.66, 0.67, 0.47], [1.87, -1.64, -1.73], [-1.25, 1.53, 0.66], [-2.14, 4.68, -0.12], [3.35, -1.60, 2.89], [3.51, -2.13, 3.81], [1.96, 0.27, -2.73], [0.62, 2.71, -0.28], [-4.68, -2.23, -0.43], [4.03, 0.27, 3.68], [2.62, -3.32, 1.84], [-3.79, 0.69, -0.40], [-2.40, -0.82, -0.10], [2.96, 1.92, -0.86], [-0.88, -2.96, -2.25], [2.64, 0.47, -0.72], [-1.12, -0.56, -1.75], [-1.53, 3.80, -0.01], [-1.72, -2.63, -1.64], [1.93, -3.21, -0.43], [-0.21, 3.83, -0.42], [-1.93, -3.38, -0.88], [0.20, 4.74, -0.84], [1.95, 2.83, -0.67], [-3.08, 2.60, 0.88], [4.06, 2.31, -1.16], [-2.06, 2.64, 0.53], [-3.64, -0.35, -0.68]], "homo_ev": -8.777, "smiles": "CCN(CC)S(=O)(=O)c1cccc(NC(=O)c2cc(=O)[nH]c3ccccc23)c1", "orbital_gap_ev": 8.63}


(2)
{"formula": "C20H21N3O4S", "method": "ωB97M-V/def2-TZVPD", "symbols": ["C", "H", "C", "C", "C", "H", "C", "H", "H", "C", "H", "O", "C", "H", "H", "S", "H", "H", "H", "N", "H", "H", "C", "H", "H", "H", "C", "C", "C", "O", "C", "H", "C", "C", "H", "O", "C", "C", "H", "C", "H", "O", "C", "N", "H", "H", "N", "C", "C"], "coordinates": [[1.99, 1.41, 1.01], [-3.06, 0.18, -1.25], [-3.43, -0.32, 0.78], [-4.32, -0.27, 1.85], [3.10, 2.20, 0.56], [-1.71, -0.46, 2.92], [-1.60, -1.30, 2.25], [3.57, -0.28, -1.04], [2.70, -1.86, 1.43], [0.73, -0.18, 1.69], [2.33, 4.24, 0.43], [4.07, -2.23, -0.79], [-5.55, 0.33, 1.68], [4.87, 4.78, -0.36], [-6.24, 0.37, 2.50], [0.16, -1.74, 2.18], [2.51, -2.67, -3.00], [-2.12, -2.18, 2.64], [-4.06, -0.71, 2.80], [0.03, 0.93, 1.75], [-4.36, 0.42, -3.21], [-5.14, 1.96, -3.66], [-4.59, 1.44, -2.88], [4.03, -4.04, -1.69], [6.14, 2.37, -0.30], [-6.85, 1.38, 0.33], [-2.09, -0.96, 0.85], [1.82, -1.59, -1.25], [2.17, -2.88, -1.98], [4.31, 1.65, 0.32], [-5.01, 0.86, -0.61], [1.45, -0.81, -1.92], [-5.90, 0.90, 0.47], [5.13, 2.64, -0.07], [1.34, -3.59, -2.01], [-5.45, 1.44, -1.76], [3.14, -1.18, -0.58], [3.35, -3.39, -1.15], [2.99, -3.91, -0.25], [4.47, 3.83, -0.09], [-3.66, 1.97, -2.67], [-1.43, -1.19, -0.13], [-3.78, 0.24, -0.45], [1.99, 0.06, 1.23], [1.04, -1.78, -0.50], [3.96, -0.60, 1.34], [0.82, 1.92, 1.33], [3.15, 3.55, 0.32], [2.99, -0.93, 0.94]], "homo_ev": -7.815, "smiles": "COc1cccc(C(=O)CSc2nnc(-c3ccco3)n2C[C@@H]2CCCO2)c1", "orbital_gap_ev": 8.02}


On energetic grounds, (1) is preferred over the next structure by 0.0920 hartree.


(1)
{"formula": "CH4IOPS", "method": "ωB97M-V/def2-TZVPD", "symbols": ["H", "I", "S", "H", "O", "H", "C", "H", "P"], "coordinates": [[-0.90, -0.75, 0.01], [-2.84, 0.75, 0.32], [1.54, 0.83, -0.16], [-2.09, -1.42, -1.22], [2.98, 1.59, -0.84], [3.55, 1.66, -0.04], [-1.92, -1.13, -0.19], [-2.16, -1.99, 0.42], [1.83, 0.46, 1.70]], "homo_ev": -8.842, "orbital_gap_ev": 7.31}


(2)
{"formula": "CH4IOPS", "method": "ωB97M-V/def2-TZVPD", "symbols": ["H", "I", "H", "S", "P", "H", "O", "C", "H"], "coordinates": [[1.79, 0.49, -0.44], [-4.02, -0.52, 0.06], [0.51, 1.66, -0.08], [-0.07, -2.10, -0.06], [-0.58, -0.23, -0.78], [-4.06, -1.55, -1.15], [-1.18, -3.04, -0.28], [0.80, 0.69, 0.00], [0.58, 0.42, 1.14]], "homo_ev": [-8.773, -8.587], "orbital_gap_ev": [7.55, 7.40]}


On energetic grounds, (1) is preferred over the next structure by 0.0030 hartree.